(1)
C5H3MoO6 as an isolated structure in a non-equilibrium geometry, computed with wB97M-V/def2-TZVPD.

```
15
C5H3MoO6 | OMol25 | wB97M-V/def2-TZVPD
O 1.131 -0.969 -3.621
C 1.130 -0.579 -2.528
Mo 0.645 -0.029 -0.596
O -1.856 -1.228 -2.236
C -1.027 -0.783 -1.559
C 1.547 0.808 1.178
O 1.987 1.249 2.142
C -0.176 1.844 -0.711
O -0.659 2.887 -0.787
C 0.783 -1.754 0.489
O 0.834 -2.737 1.093
H 2.157 0.187 -1.185
O -1.924 0.327 2.463
H -2.481 1.088 2.685
H -2.092 -0.312 3.174
```

Output
Frontier orbital gap (spin up / spin down)   7.70 / 3.40 eV
⟨S²⟩   2.025
Net charge   +3
Multiplicity   3

(2)
The molecule C5H3N in a non-equilibrium geometry, computed with wB97M-V/def2-TZVPD.

```
9
C5H3N | OMol25 | wB97M-V/def2-TZVPD
C -0.640 0.426 -1.122
C 1.017 -0.844 -0.276
C -0.496 -0.945 -0.717
C 0.511 1.286 -1.017
C 0.113 0.282 0.269
N 1.496 0.480 -0.494
H -1.541 0.796 -1.260
H 1.307 -1.646 0.478
H 0.026 0.901 1.262
```

Output
Frontier orbital gap   9.67 eV

(3)
The molecule C5H3N in a non-equilibrium geometry, computed with wB97M-V/def2-TZVPD.

```
9
C5H3N | OMol25 | wB97M-V/def2-TZVPD
C 0.865 -0.013 0.049
C 0.156 1.179 -0.022
C -1.227 -1.288 -0.047
C 0.110 -1.194 -0.028
C -1.130 0.927 -0.075
N -2.068 0.165 0.052
H 1.979 0.129 0.141
H 0.553 2.120 -0.057
H 0.762 -2.024 -0.013
```

Output
Frontier orbital gap (spin up / spin down)   8.44 / 8.44 eV

Record-wise energy above the lowest of the compared OMol25 structures with the same formula, charge and spin values, in kcal per mole: 0.0 143.5 61.6
Record-wise E_tot values, in Ha: -710.49972 -246.75340 -246.88378